w:
Computed, not measured: 2 unconnected molecules or ions with the total composition C9H14, with ωB97M-V/def2-TZVPD.

Structure (ORCA input):
```
! wB97M-V def2-TZVPD RIJCOSX def2/J DEFGRID3
* xyz 0 1
C 0.4890 -1.6011 0.5394
H -3.4326 1.1269 1.9201
H 0.4187 -2.2499 1.4018
H -1.2368 0.5193 0.2455
C -2.4098 0.9497 1.9353
H 0.9362 0.7514 -2.4281
C 0.7879 0.1497 -1.5517
H -1.8867 1.9902 2.2935
C 1.3884 0.3890 -0.3076
H 1.5857 2.3441 0.6219
H -2.8216 -0.2067 0.1932
H 1.7924 2.4122 -1.0198
C -0.3009 -1.7465 -0.5527
H -2.6480 1.5240 -0.2002
H 1.9522 -0.5472 1.5987
H -1.0053 -2.6349 -0.5175
H -0.5343 -1.1993 -2.6508
H 3.0791 1.6961 -0.1768
C 1.4046 -0.5126 0.7085
H -2.1026 0.0535 2.5967
C 1.9909 1.6682 -0.1892
C -2.3162 0.7196 0.4993
C -0.0499 -0.9459 -1.7276
*
```

Computed properties:
Lowest unoccupied orbital energy = 1.0465 eV
Frontier orbital gap = 10.0 eV
E_HOMO = -9.00 eV



x:
Computed, not measured: 2 unconnected molecules or ions with the total composition C9H14, with ωB97M-V/def2-TZVPD.

Structure (ORCA input):
```
! wB97M-V def2-TZVPD RIJCOSX def2/J DEFGRID3
* xyz 0 1
C -0.1683 -2.8360 -0.0609
H -2.9873 0.2129 -0.8890
H -0.2030 -3.6844 0.6029
C 1.0516 1.7028 1.1471
H 1.7262 3.7048 1.5975
H -1.5998 1.3498 -1.0469
H 0.6105 0.8349 1.6232
H 0.5585 2.0420 0.2341
H 2.0447 1.4244 0.8045
H -2.0819 0.7596 0.5136
C -0.9229 -1.7001 0.2220
H 1.7733 2.6752 2.9874
C 0.5897 -1.8071 -2.0866
C 1.1727 2.8947 2.0880
C -1.9935 0.4758 -0.5393
H 0.2295 3.3626 2.3687
H -0.1762 0.0934 -2.5720
C -1.0324 -0.6784 -0.7089
H 1.2814 -1.8599 -2.9191
C -0.2238 -0.7110 -1.8483
H -1.4386 -1.6079 1.1724
H 1.2173 -3.7406 -1.4570
C 0.5725 -2.9075 -1.2334
*
```

Computed properties:
Lowest unoccupied orbital energy = 1.0154 eV
Frontier orbital gap = 10.0 eV
E_HOMO = -9.03 eV



y:
Computed, not measured: 2 unconnected molecules or ions with the total composition C9H14, with ωB97M-V/def2-TZVPD.

Structure (ORCA input):
```
! wB97M-V def2-TZVPD RIJCOSX def2/J DEFGRID3
* xyz 0 1
H 0.2646 -1.0903 0.7558
H -2.3873 0.0347 2.6238
H -0.8919 -1.5524 -2.5750
H 3.2387 1.0567 -2.2311
C 0.5690 -0.4009 -3.6487
C -2.4318 0.9834 3.1660
C 1.7290 0.3688 -3.5365
C 0.7340 -1.0512 -1.3109
H -0.4860 1.9694 3.2451
H 2.2836 -0.0949 -0.2238
C 0.1686 -1.7439 -0.1114
H -0.8708 -1.9743 -0.2647
H -3.2604 0.7788 3.8544
H 0.7290 -2.6437 0.1486
H -0.5624 0.4566 4.1343
C 0.0797 -1.0638 -2.5420
H -1.3148 2.0579 4.6700
H 0.0842 -0.3442 -4.6162
H -2.8044 1.7519 2.4971
C 2.3474 0.4607 -2.2964
H 2.0781 0.9000 -4.4080
C -1.1370 1.3376 3.8660
C 1.8409 -0.1969 -1.1966
*
```

Computed properties:
Lowest unoccupied orbital energy = 0.9082 eV
Frontier orbital gap = 9.9 eV
E_HOMO = -8.99 eV



z:
Computed, not measured: 2 unconnected molecules or ions with the total composition C9H14, with ωB97M-V/def2-TZVPD.

Structure (ORCA input):
```
! wB97M-V def2-TZVPD RIJCOSX def2/J DEFGRID3
* xyz 0 1
H 0.7271 -3.3702 -0.7265
H 0.9415 -2.0300 1.5040
H -3.2482 0.3255 -0.4540
C 1.7147 -2.6784 1.1051
H 2.2278 -3.0132 2.0139
C -0.5862 2.4365 -0.2391
C -0.2610 3.8537 -0.5960
H -2.7250 2.7580 -0.5401
C -1.2924 -0.3134 -0.2566
H -1.0441 4.4906 -0.1880
H 1.3913 1.7311 0.0056
H 0.5791 4.1323 0.0718
C 1.1845 -3.7369 0.2086
C -1.9270 2.0482 -0.3913
H 0.3528 -4.3422 0.5803
C 0.0587 0.0687 -0.1095
H 0.8624 -0.6280 0.0651
C -2.2240 0.6802 -0.3707
H 2.4338 -2.0306 0.5977
H 0.0562 3.9952 -1.6213
H -1.4733 -1.3759 -0.3339
C 0.3498 1.4260 -0.0768
H 1.9015 -4.4270 -0.2482
*
```

Computed properties:
Lowest unoccupied orbital energy = 1.0236 eV
Frontier orbital gap = 10.1 eV
E_HOMO = -9.03 eV



Q: Which of them is the least stable? A: w.



w:
Computed, not measured: a single CHNOS molecule, with ωB97M-V/def2-TZVPD.

Structure (ORCA input):
```
! wB97M-V def2-TZVPD RIJCOSX def2/J DEFGRID3
* xyz 0 1
S -1.9142 0.6729 -0.1904
N 0.8192 0.0795 0.4774
H 1.5171 0.4604 -0.1500
C -0.4998 -0.0099 0.0446
O 0.0776 -1.2029 -0.1816
*
```

Computed properties:
Lowest unoccupied orbital energy = 0.0120 eV
Frontier orbital gap = 9.7 eV
E_HOMO = -9.73 eV



x:
Computed, not measured: 2 unconnected molecules or ions with the total composition CHNOS, with ωB97M-V/def2-TZVPD.

Structure (ORCA input):
```
! wB97M-V def2-TZVPD RIJCOSX def2/J DEFGRID3
* xyz 0 1
N -0.2097 -0.4741 -1.2104
O 0.9511 -0.6883 -1.3863
C -0.1806 0.2415 0.6728
S -1.4893 0.7919 1.3081
H 0.9285 0.1290 0.6159
*
```

Computed properties:
Lowest unoccupied orbital energy (alpha / beta) = -0.9433 / -0.9433 eV
Frontier orbital gap (alpha / beta) = 7.0 / 7.0 eV
E_HOMO (alpha / beta) = -7.96 / -7.96 eV



Q: Which of them is the least stable? A: x.



w:
Computed, not measured: a single C15H21N3O3S molecule, with ωB97M-V/def2-TZVPD.

Structure (ORCA input):
```
! wB97M-V def2-TZVPD RIJCOSX def2/J DEFGRID3
* xyz 0 1
C -0.1054 -2.8757 1.7355
C 4.1914 2.0811 -2.4345
C -2.8198 -2.8837 -1.0172
H 2.5511 4.5020 -1.1744
H -2.5363 -2.1996 -1.7931
H -0.3768 -1.4442 0.1871
H 5.2193 3.6132 -1.5354
C 4.2107 3.4443 -1.9184
N 2.2864 2.4898 -0.9943
H -0.3352 3.1574 -0.9885
S -1.8384 -0.1879 2.5730
C -1.5076 -3.1876 -0.2610
N -2.2285 -1.5349 1.4246
N 0.8711 0.4866 1.7087
C -1.0426 -2.2153 0.7469
H 2.6940 0.6012 0.8918
H -4.7913 -2.1540 -0.6154
H 5.0547 1.5193 -2.1120
H -0.6713 -3.1704 2.5972
H 0.7652 -2.3039 1.9956
H 3.4910 3.6043 0.1791
C 2.9015 1.6096 -1.8377
C 1.4056 2.0473 -0.0426
C -3.4584 -1.1205 0.7869
O -3.1051 0.6485 2.7789
C -0.5028 0.8308 1.6109
C -0.0145 2.4464 -0.1381
H -1.5839 -4.1752 0.0827
C 3.1256 3.6240 -0.9035
H -4.3193 -1.1080 1.5535
H -3.1568 -3.8111 -1.4809
H -1.9903 1.8686 0.5984
H 3.8312 3.9016 -2.8629
H -0.6981 -3.1503 -0.9102
H 0.2288 -3.8286 1.3658
H -4.2198 -3.1090 0.5073
H 4.1119 2.0551 -3.5664
H -3.4206 -0.2703 0.0994
C -3.9274 -2.3134 -0.1047
C 1.7337 0.9906 0.8205
O -1.5196 -0.6789 3.8636
C -0.9674 1.7241 0.6343
O 2.4638 0.4768 -2.0503
*
```

Computed properties:
Lowest unoccupied orbital energy = -0.3556 eV
Frontier orbital gap = 8.9 eV
E_HOMO = -9.30 eV



x:
Computed, not measured: a single C15H21N3O3S molecule, with ωB97M-V/def2-TZVPD.

Structure (ORCA input):
```
! wB97M-V def2-TZVPD RIJCOSX def2/J DEFGRID3
* xyz 0 1
H 1.8442 2.7161 -1.0134
C 2.2438 -1.0226 -2.4576
N 0.2069 0.9886 0.7056
H 0.6472 0.2294 0.2239
H 0.6065 0.8886 -2.8723
C -4.0980 0.8948 0.9179
O -2.4569 -0.0887 2.9539
S -1.3800 2.6531 -2.9572
H -0.0941 4.2109 -1.7153
C 0.1533 2.1753 0.0383
C -0.3352 -3.7800 0.7086
O -0.4963 3.0796 0.5339
H 1.4734 -0.1244 2.7269
H 3.0942 -1.6041 -2.0383
H 2.4513 -0.8148 -3.5094
H 2.6477 -1.3456 1.1229
H 0.8461 3.5561 -3.0802
C 0.8938 -4.0952 0.1215
C 0.4544 -0.4953 2.5617
C -1.9280 0.5366 2.0587
H -2.1500 1.6708 0.3804
C 0.8747 2.3406 -1.3087
N -2.6311 1.0740 1.0335
C 0.5660 -1.7366 1.6473
H 2.8890 -3.4401 -0.2430
H -1.6769 3.7766 -3.6223
H 1.3405 -1.5778 -2.2719
H 0.0727 -0.8125 3.5456
C -0.3702 0.7030 2.0298
H -0.2206 1.5601 2.6771
C 1.9729 -3.1871 0.2357
C -0.5341 -2.6178 1.4814
H -4.3231 -0.0660 0.4310
H -4.5645 0.8659 1.9130
C 0.1642 3.2960 -2.2754
H -1.1366 -4.4772 0.7055
H -1.4742 -2.4990 2.0119
C 1.7876 -2.0131 1.0082
N 1.1346 1.0912 -2.0236
O 2.8570 0.4790 -0.6906
H 1.0698 -5.0069 -0.4198
C 2.1293 0.2815 -1.6631
H -4.5514 1.7368 0.3878
*
```

Computed properties:
Lowest unoccupied orbital energy = 0.3623 eV
Frontier orbital gap = 9.5 eV
E_HOMO = -9.11 eV



Q: Which of them is the least stable? A: w.